Run a
Below is a cluster of 7 separate species, H14O7 in total, with properties calculated with ωB97M-V with the def2-TZVPD basis set.

Output
SMILES: O.O.O.O.O.O.O
Frontier orbital gap, eV: 10.1

Element x y z (Å)
O 0.95 0.62 -0.45
H 0.80 0.12 0.36
H 0.67 0.07 -1.18
O -1.08 1.72 2.24
H -1.24 2.66 2.31
H -1.51 1.35 1.45
O 0.65 -0.87 1.99
H -0.04 -1.14 2.58
H 1.36 -0.66 2.60
O -0.43 -1.16 -2.24
H -1.04 -1.45 -1.59
H -1.09 -0.74 -2.74
O 1.58 2.03 1.92
H 0.69 1.86 2.08
H 1.71 1.81 0.97
O 1.18 -3.28 -2.64
H 0.56 -3.76 -3.17
H 0.70 -2.41 -2.71
O -1.67 1.38 -0.44
H -0.70 1.25 -0.50
H -2.07 0.61 -0.84

***

Run b
Below is a cluster of 7 separate species, H14O7 in total, with properties calculated with ωB97M-V with the def2-TZVPD basis set.

Output
SMILES: O.O.O.O.O.O.O
Frontier orbital gap, eV: 11.7

Element x y z (Å)
O -2.90 5.01 0.26
H -2.61 5.81 0.71
H -2.34 4.32 0.60
O -0.34 -0.22 0.21
H -0.73 -1.10 0.20
H 0.19 -0.18 -0.58
O 0.84 3.31 3.63
H 1.66 3.08 4.07
H 1.08 3.47 2.72
O 4.29 1.10 2.43
H 4.99 0.64 1.97
H 3.49 0.84 1.98
O -1.66 -4.88 0.47
H -0.83 -4.85 0.96
H -1.84 -5.81 0.37
O -3.54 -3.50 -3.27
H -3.04 -3.67 -2.46
H -3.61 -4.35 -3.69
O 2.08 0.26 -3.21
H 2.84 -0.24 -3.52
H 1.98 0.96 -3.86

***

Relative energies in kJ/mol: run a 0.0; run b 49.9

***

Run a
Below is a cluster of 7 separate species, H14O7 in total, with properties calculated with ωB97M-V with the def2-TZVPD basis set.

Output
SMILES: O.O.O.O.O.O.O
Frontier orbital gap, eV: 10.2

Element x y z (Å)
O 0.61 -1.91 -0.20
H 1.17 -2.49 0.33
H 0.15 -1.46 0.49
O -2.35 -1.20 -0.81
H -1.72 -0.50 -0.90
H -3.22 -0.91 -0.99
O 2.12 0.50 -3.53
H 3.00 0.47 -3.91
H 2.21 0.17 -2.64
O -0.42 1.07 -0.29
H 0.42 1.24 -0.65
H -0.47 1.62 0.46
O 2.08 0.13 -0.99
H 2.86 0.19 -0.43
H 1.45 -0.45 -0.58
O -1.48 1.73 2.46
H -2.19 2.09 1.86
H -1.97 1.61 3.27
O -0.47 -0.73 2.13
H -0.92 0.10 2.11
H -0.86 -1.27 2.82

***

Run b
Below is a cluster of 7 separate species, H14O7 in total, with properties calculated with ωB97M-V with the def2-TZVPD basis set.

Output
SMILES: O.O.O.O.O.O.O
Frontier orbital gap, eV: 10.7

Element x y z (Å)
O 2.01 -2.36 -1.58
H 1.19 -1.90 -1.43
H 2.04 -2.48 -2.53
O 3.90 0.13 0.09
H 3.20 -0.45 0.41
H 4.68 -0.17 0.54
O -2.87 -0.03 -0.59
H -3.42 0.14 0.17
H -3.49 -0.32 -1.27
O 1.03 0.50 1.43
H 0.55 -0.03 2.06
H 1.87 0.66 1.85
O -1.57 2.32 -1.43
H -1.07 2.17 -2.23
H -1.81 1.44 -1.13
O -1.98 0.08 2.24
H -1.91 0.52 3.09
H -2.09 0.80 1.61
O 0.05 -0.45 -0.78
H 0.54 -0.10 -0.04
H -0.86 -0.47 -0.48

***

Run c
Below is a cluster of 7 separate species, H14O7 in total, with properties calculated with ωB97M-V with the def2-TZVPD basis set.

Output
SMILES: O.O.O.O.O.O.O
Frontier orbital gap, eV: 10.2

Element x y z (Å)
O 7.68 14.78 -27.64
H 8.64 14.60 -27.73
H 7.66 15.65 -27.28
O 4.64 14.44 -28.76
H 4.81 13.99 -27.94
H 4.37 13.67 -29.29
O 10.53 14.56 -27.42
H 10.81 13.71 -27.76
H 11.39 14.96 -27.31
O 6.98 12.39 -28.89
H 7.84 12.05 -28.75
H 6.84 13.33 -28.58
O 5.59 13.80 -26.38
H 6.26 14.29 -26.85
H 6.10 13.03 -26.11
O 7.62 17.00 -26.17
H 6.67 17.24 -26.38
H 8.12 17.54 -26.73
O 10.01 15.75 -24.82
H 10.78 15.78 -24.21
H 10.32 15.41 -25.63

***

Relative energies in kJ/mol: run a 7.4; run b 0.0; run c 53.1

***

Run a
Below is a cluster of 7 separate species, H14O7 in total, with properties calculated with ωB97M-V with the def2-TZVPD basis set.

Output
SMILES: O.O.O.O.O.O.O
Frontier orbital gap, eV: 11.7

Element x y z (Å)
H 0.99 2.21 -0.24
H 0.11 3.44 -0.90
H 2.86 -0.41 1.85
H 2.59 -1.25 0.59
H 1.36 0.18 -0.85
H 2.74 0.69 -0.43
H -1.23 -2.79 0.86
H -2.02 -1.97 -0.20
H -3.78 -0.63 -0.34
H -2.56 0.18 0.40
H 0.27 -1.88 -0.51
H 1.60 -2.35 -1.13
H -1.10 1.92 0.08
H -2.31 2.65 0.80
O 0.38 2.96 0.08
O 3.26 -0.69 1.00
O 1.88 0.97 -0.85
O -1.27 -2.58 -0.10
O -3.00 -0.70 0.21
O 1.28 -1.67 -0.55
O -2.06 1.73 0.23

***

Run b
Below is a cluster of 7 separate species, H14O7 in total, with properties calculated with ωB97M-V with the def2-TZVPD basis set.

Output
SMILES: O.O.O.O.O.O.O
Frontier orbital gap, eV: 10.8

Element x y z (Å)
O 15.61 -34.72 16.65
H 15.35 -34.66 15.73
H 15.85 -35.62 16.86
O 18.60 -37.14 15.10
H 18.41 -37.70 14.32
H 18.27 -36.35 14.72
O 16.87 -37.03 17.23
H 17.18 -36.36 17.84
H 17.54 -36.95 16.55
O 14.54 -38.19 18.16
H 14.27 -38.15 19.05
H 15.40 -37.80 18.01
O 21.03 -36.01 15.54
H 20.20 -36.49 15.57
H 21.56 -36.41 14.85
O 15.76 -38.38 14.81
H 16.47 -38.94 14.47
H 15.97 -38.24 15.77
O 17.95 -35.11 18.69
H 18.82 -34.79 18.54
H 17.39 -34.33 18.86

***

Run c
Below is a structure of composition H14O7, with properties calculated with ωB97M-V with the def2-TZVPD basis set.

Output
Frontier orbital gap, eV: 9.1

Element x y z (Å)
O 1.41 0.16 1.84
H 1.55 1.11 1.77
H 2.06 -0.22 1.26
O -0.78 -2.28 0.11
H -0.21 -1.82 -0.51
H -0.23 -2.40 0.89
O 0.59 -1.38 -1.15
H 1.54 -1.49 -1.10
H 0.41 -1.25 -2.08
O -0.23 2.38 -1.36
H -0.27 1.48 -1.04
H 0.14 2.88 -0.64
O -0.10 0.53 -0.27
H 0.44 -0.16 -0.66
H -0.17 0.29 0.65
O -0.37 -0.22 2.77
H -0.41 0.08 3.68
H 0.43 0.18 2.42
O -1.71 0.40 -2.26
H -1.70 0.97 -1.50
H -2.39 0.77 -2.83

***

Run d
Below is a cluster of 7 separate species, H14O7 in total, with properties calculated with ωB97M-V with the def2-TZVPD basis set.

Output
SMILES: O.O.O.O.O.O.O
Frontier orbital gap, eV: 11.0

Element x y z (Å)
O 0.91 0.79 -2.56
H 1.19 0.04 -3.10
H 1.73 1.17 -2.21
O -1.11 0.47 3.54
H -0.51 0.43 2.79
H -1.81 1.07 3.27
O -1.91 1.48 -2.01
H -1.02 1.17 -2.25
H -2.51 0.87 -2.46
O 2.00 -2.46 -0.96
H 1.61 -3.13 -0.39
H 2.95 -2.49 -0.76
O 0.29 0.17 0.66
H 0.45 0.34 -0.27
H 0.38 -0.79 0.75
O -1.04 -2.57 1.17
H -1.29 -3.20 1.85
H -1.82 -2.00 1.06
O 0.27 3.04 0.35
H 1.03 3.44 0.79
H 0.19 2.16 0.74

***

Relative energies in kJ/mol: run a 18.8; run b 27.1; run c 645.3; run d 0.0

***

Run a
Below is the molecule C4H7ClN2O, with properties calculated with ωB97M-V with the def2-TZVPD basis set.

Output
SMILES: N/N=C\C=C(\Cl)CO
Frontier orbital gap, eV: 10.0

Element x y z (Å)
C 0.44 -1.24 -1.05
C 0.05 0.17 -1.39
C -0.58 1.04 -0.64
C -1.26 0.87 0.72
H 1.66 0.17 0.63
H 2.09 -1.21 1.55
H 0.23 -2.00 -1.82
H 0.43 0.49 -2.37
H -2.25 1.38 0.65
H -0.66 1.39 1.49
H -0.48 -0.75 1.46
N 1.38 -0.78 0.96
N 1.12 -1.69 -0.08
O -1.36 -0.49 1.16
Cl -0.81 2.65 -1.27

***

Run b
Below is the molecule C4H7ClN2O, with properties calculated with ωB97M-V with the def2-TZVPD basis set.

Output
SMILES: CC(=C\Cl)/N=C/NO
Frontier orbital gap, eV: 9.5

Element x y z (Å)
C 0.99 1.88 0.24
C 0.49 0.50 -0.01
C 1.24 -0.61 -0.17
C -1.51 -0.48 0.56
H 2.07 2.00 0.15
H 0.66 2.28 1.20
H 0.56 2.53 -0.51
H 0.82 -1.57 -0.48
H -1.05 -1.22 1.19
H -3.28 -1.57 0.38
H -2.71 0.51 -1.01
N -0.90 0.44 -0.09
N -2.91 -0.62 0.43
O -3.50 0.11 -0.65
Cl 2.96 -0.60 -0.11

***

Run c
Below is the molecule C4H7ClN2O, with properties calculated with ωB97M-V with the def2-TZVPD basis set.

Output
SMILES: C/C=C(/Cl)C(=O)NN
Frontier orbital gap, eV: 9.7

Element x y z (Å)
C -2.11 -0.48 0.29
C -0.78 -1.42 -0.20
C 0.46 -0.96 -0.66
C 0.61 0.45 -1.14
H -1.93 0.59 -0.02
H -2.38 -0.31 1.43
H -3.17 -0.92 -0.18
H -1.03 -2.56 0.04
H 1.05 2.37 -0.51
H 1.40 1.40 1.69
H 2.76 0.45 1.27
N 1.43 1.30 -0.32
N 1.75 0.82 1.05
O -0.06 0.94 -2.11
Cl 2.01 -1.65 -0.63

***

Run d
Below is the molecule C4H7ClN2O, with properties calculated with ωB97M-V with the def2-TZVPD basis set.

Output
SMILES: O=C1NNCC[C@H]1Cl
Frontier orbital gap, eV: 9.7

Element x y z (Å)
C -0.94 0.74 -0.29
C 0.35 0.71 -0.96
C 1.24 0.23 0.06
C -1.27 -0.58 0.56
H -0.93 1.56 0.53
H 0.45 1.76 -1.37
H 0.19 0.24 -1.88
H 0.99 0.96 0.98
H 2.36 0.54 -0.25
H 1.69 -1.63 1.11
H -0.29 -2.21 1.06
N 1.18 -1.23 0.19
N -0.13 -1.42 0.64
O -2.39 -0.72 1.03
Cl -2.51 1.03 -1.39

***

Relative energies in kJ/mol: run a 0.0; run b 43.5; run c 228.4; run d 104.5

***

Run a
Below is a cluster of 2 separate species, H4NO2SSi in total, with properties calculated with ωB97M-V with the def2-TZVPD basis set.

Output
Net charge: -1
Frontier orbital gap, eV: 7.0

Element x y z (Å)
N 1.90 1.35 0.13
O 1.83 -0.94 0.77
O -2.10 0.94 0.38
Si -1.51 -0.42 0.05
S 1.75 -0.07 -0.39
H 2.22 1.98 -0.60
H -2.66 -1.20 -0.64
H -0.32 -0.49 -0.95
H -1.12 -1.14 1.25

***

Run b
Below is a structure of composition H4NO2SSi, with properties calculated with ωB97M-V with the def2-TZVPD basis set.

Output
Net charge: -1
Frontier orbital gap, eV: 6.4

Element x y z (Å)
N -2.79 0.06 -0.05
O 2.99 -0.07 -0.71
O 1.03 -1.86 -0.66
Si 1.58 -0.52 -0.11
S 3.65 1.36 0.03
H -1.93 0.05 -0.57
H -2.68 -0.49 0.90
H -3.12 1.02 0.29
H 1.26 0.44 0.89

***

Relative energies in kJ/mol: run a 175.6; run b 0.0

***

Run a
Below is a cluster of 2 separate species, C4H10N2O2 in total, with properties calculated with ωB97M-V with the def2-TZVPD basis set.

Output
SMILES: CN(O)N=O.C=CC
Frontier orbital gap (spin up / spin down), eV: 8.2 / 8.2

Element x y z (Å)
C -2.51 0.41 -0.53
N -1.39 -0.34 0.01
O -1.91 -1.46 0.71
N -0.41 -0.81 -1.18
O -0.12 -1.97 -1.09
H -1.22 -2.15 0.60
H -3.05 -0.16 -1.29
H -2.14 1.34 -0.97
H -3.22 0.68 0.26
C 1.72 1.60 0.13
C 1.33 0.18 0.39
C 2.19 -0.80 0.66
H 0.13 0.05 0.58
H 1.40 1.90 -0.87
H 1.25 2.27 0.86
H 2.80 1.75 0.20
H 1.85 -1.82 0.83
H 3.27 -0.65 0.70

***

Run b
Below is the molecule C4H10N2O2, with properties calculated with ωB97M-V with the def2-TZVPD basis set.

Output
SMILES: NCNC(=O)CCO
Frontier orbital gap, eV: 9.6

Element x y z (Å)
O -0.68 -1.04 -1.11
C -0.17 -0.20 -0.32
N 1.14 -0.14 0.17
C 1.93 -1.23 -0.52
N 1.87 -1.00 -2.01
C -1.10 0.95 0.05
C -1.74 0.46 1.29
O -1.90 1.69 1.91
H 1.52 0.73 0.51
H 1.40 -2.13 -0.21
H 2.94 -1.32 -0.33
H 2.32 -0.06 -2.34
H 1.04 -1.23 -2.42
H -0.49 1.83 0.19
H -1.85 1.25 -0.61
H -1.30 -0.37 1.99
H -2.75 0.07 0.84
H -2.18 1.74 2.91

***

Run c
Below is the molecule C4H10N2O2, with properties calculated with ωB97M-V with the def2-TZVPD basis set.

Output
SMILES: C/C(=N\O)[C@@](C)(N)O
Frontier orbital gap, eV: 10.2

Element x y z (Å)
C -0.76 0.31 -0.12
C -1.79 -0.77 -0.41
C 1.70 0.77 0.55
C 0.65 -0.19 0.07
N -1.17 1.16 0.92
O -0.37 1.09 -1.41
O 2.11 -1.91 0.14
N 0.79 -1.46 -0.03
H -0.25 0.47 -2.14
H 2.03 -2.87 0.04
H -2.11 1.50 0.78
H -0.54 1.94 1.05
H -1.40 -1.52 -1.08
H -2.10 -1.24 0.52
H -2.65 -0.30 -0.90
H 1.55 1.76 0.11
H 1.65 0.85 1.64
H 2.68 0.40 0.27

***

Run d
Below is a structure of composition C4H10N2O2, with properties calculated with ωB97M-V with the def2-TZVPD basis set.

Output
Frontier orbital gap, eV: 8.5

Element x y z (Å)
C 2.46 0.28 -0.63
C 0.63 -0.98 0.25
C -0.85 -0.79 0.67
C -1.69 0.05 -0.05
H 2.34 0.19 -1.71
H 3.33 -0.39 -0.14
H 2.75 1.28 -0.51
H 0.95 -1.77 1.06
H 0.59 -1.34 -0.76
H -1.39 -1.77 0.62
H -0.93 -0.56 1.86
H -3.38 0.09 -1.10
H -2.23 2.08 0.10
H 0.49 0.83 0.45
N -2.68 -0.55 -0.66
N -1.37 1.42 -0.30
O 1.28 0.22 0.16
O -0.31 1.72 0.70

***

Relative energies in kJ/mol: run a 435.7; run b 30.3; run c 0.0; run d 408.9

***

Run a
Below is a structure of composition C4H10N2O2, with properties calculated with ωB97M-V with the def2-TZVPD basis set.

Output
Frontier orbital gap, eV: 8.7

Element x y z (Å)
C -1.56 -1.83 -0.09
N 1.96 -0.97 -0.57
C 0.79 -1.62 -0.54
N -0.26 -1.15 0.00
H -1.87 -2.15 0.90
H -1.46 -2.66 -0.78
H -2.27 -1.11 -0.48
H 2.05 -0.15 0.02
H 2.78 -1.49 -0.78
H 0.74 -2.59 -1.03
H -0.20 -0.23 0.70
O -0.11 0.80 1.45
C -0.36 2.03 1.18
O -0.85 2.84 1.94
C 0.07 2.49 -0.22
H -0.29 3.50 -0.41
H 1.16 2.47 -0.30
H -0.31 1.81 -0.99

***

Run b
Below is a cluster of 3 separate species, C4H10N2O2 in total, with properties calculated with ωB97M-V with the def2-TZVPD basis set.

Output
SMILES: Cc1cnc[nH]1.O.O
Frontier orbital gap, eV: 9.8

Element x y z (Å)
H -0.01 -0.96 1.81
O 0.29 -1.73 2.62
N -0.47 0.06 0.92
H -0.54 -2.17 2.82
C -0.17 -0.21 -0.40
C -0.87 1.33 0.95
C -0.42 0.91 -1.16
N -0.90 1.87 -0.32
H -1.16 2.82 -0.52
H -1.55 1.66 1.76
H 0.21 -1.11 -0.89
C -0.37 1.06 -2.63
H -0.10 0.08 -3.13
H -1.38 1.33 -3.04
H 0.37 1.76 -2.95
O 2.40 -2.40 1.04
H 1.66 -2.53 1.66
H 3.01 -1.78 1.44

***

Run c
Below is a cluster of 2 separate species, C4H10N2O2 in total, with properties calculated with ωB97M-V with the def2-TZVPD basis set.

Output
SMILES: [H]/N=C(/C)N.COC=O
Frontier orbital gap, eV: 9.8

Element x y z (Å)
C -3.95 0.16 0.23
C -1.74 -0.42 -0.21
O -2.95 -0.84 0.08
O -1.40 0.72 -0.37
H -1.06 -1.29 -0.30
H -3.63 0.90 0.98
H -4.85 -0.35 0.56
H -4.12 0.67 -0.72
C 3.51 -0.47 -0.15
C 2.13 -0.03 0.24
N 1.63 1.02 -0.48
N 1.55 -0.60 1.21
H 2.08 1.28 -1.34
H 0.64 1.23 -0.41
H 0.62 -0.23 1.42
H 3.51 -0.85 -1.17
H 3.83 -1.26 0.52
H 4.20 0.37 -0.09

***

Relative energies in kJ/mol: run a 12.0; run b 34.3; run c 0.0

***

Run a
Below is the ion C6H12NO with charge -1, with properties calculated with ωB97M-V with the def2-TZVPD basis set.

Output
Net charge: -1
SMILES: C/C=C/C[C@H](N)C[O-]
Frontier orbital gap, eV: 5.9

Element x y z (Å)
C 1.29 0.23 -2.57
O 1.05 0.84 -3.70
C 0.25 0.60 -1.40
C -0.06 -0.49 -0.36
C -0.18 0.01 1.07
C -0.31 -0.83 2.10
C -0.45 -0.35 3.53
N -0.99 1.09 -1.98
H 1.26 -0.93 -2.61
H 2.29 0.50 -2.12
H 0.68 1.40 -0.79
H 0.66 -1.30 -0.44
H -1.05 -0.95 -0.53
H -0.07 1.08 1.21
H -0.41 -1.89 1.90
H 0.46 -0.50 4.11
H -1.23 -0.94 4.03
H -0.73 0.70 3.55
H -1.66 0.33 -2.08
H -0.80 1.40 -2.94

***

Run b
Below is the ion C6H12NO with charge -1, with properties calculated with ωB97M-V with the def2-TZVPD basis set.

Output
Net charge: -1
SMILES: C=CC[C@H](C[O-])NC
Frontier orbital gap, eV: 6.1

Element x y z (Å)
C -2.42 0.63 -0.48
N -1.13 -0.04 -0.75
C -0.18 0.06 0.42
C 1.18 -0.56 0.07
C 2.06 0.51 -0.50
C 2.76 0.44 -1.62
C -0.78 -0.69 1.74
O -1.94 -0.27 2.21
H -3.04 0.59 -1.43
H -2.27 1.68 -0.21
H -2.90 0.17 0.41
H -1.28 -1.04 -0.85
H -0.14 1.12 0.69
H 0.97 -1.37 -0.65
H 1.55 -0.81 1.06
H 2.14 1.38 0.15
H 3.71 0.90 -1.88
H 2.54 -0.34 -2.35
H -0.80 -1.80 1.41
H -0.02 -0.56 2.56

***

Relative energies in kJ/mol: run a 0.0; run b 81.1